[1]
{
  "formula": "C8H13IN2O2Si",
  "method": "ωB97M-V with the def2-TZVPD basis set",
  "symbols": ["H", "C", "H", "C", "H", "N", "H", "N", "H", "H", "I", "C", "O", "C", "H", "C", "H", "Si", "H", "H", "H", "C", "O", "H", "C", "C", "H"],
  "xyz": [[-2.404, -4.870, 0.115], [0.748, 2.766, 0.127], [3.714, 0.098, -1.040], [-2.909, -4.157, -0.613], [4.201, 1.858, 2.066], [-0.848, -0.742, -0.712], [0.632, 3.088, -0.946], [0.219, -0.462, -0.045], [-3.933, -3.846, -0.336], [-0.804, -1.366, -1.596], [-4.495, 1.177, 0.608], [-2.571, 0.741, -0.051], [-4.137, -1.872, 0.203], [3.298, 1.117, -1.171], [4.070, 1.868, -1.402], [3.039, 1.894, 2.053], [2.894, 2.965, 2.445], [2.145, 1.491, 0.347], [-0.185, 2.253, 0.275], [2.905, 1.182, -2.121], [-2.628, -4.696, -1.579], [-2.203, -0.575, -0.164], [-2.207, -2.881, -0.580], [0.774, 3.564, 0.873], [1.165, -0.174, 0.529], [-2.984, -1.792, -0.155], [2.502, 1.373, 2.872]],
  "total_energy_ev": -31554.215,
  "orbital_gap_ev": 6.79,
  "total_charge": 0,
  "homo_ev": -6.896
}



[2]
{
  "formula": "C8H13INO2PS",
  "method": "ωB97M-V with the def2-TZVPD basis set",
  "symbols": ["O", "H", "H", "S", "C", "C", "H", "O", "H", "H", "N", "H", "C", "H", "C", "H", "P", "H", "C", "H", "I", "C", "H", "C", "H", "C", "H"],
  "xyz": [[-0.785, 1.684, -0.121], [2.854, -0.705, 0.205], [0.894, -1.964, -1.703], [-2.623, 1.981, -0.465], [2.675, -1.326, -0.605], [3.364, -2.473, -0.740], [4.274, -2.549, -0.213], [-0.550, -0.361, 0.977], [-0.649, -1.501, 3.592], [0.554, 0.044, -3.195], [-2.451, 3.316, -1.514], [-1.443, 3.629, -1.574], [1.215, 0.089, -2.356], [-1.069, -0.002, 4.361], [-0.201, 0.171, 2.270], [0.965, 0.028, 2.561], [-3.482, 0.542, -1.633], [-0.327, 1.283, 2.373], [-0.212, 0.459, -0.072], [3.261, -3.198, -1.465], [-4.345, -0.680, 0.256], [-1.027, -0.497, 3.401], [2.026, 0.744, -2.283], [1.439, -1.071, -1.439], [-2.076, -0.682, 2.912], [0.507, -0.038, -1.065], [-2.789, 3.077, -2.465]],
  "total_energy_ev": -42311.342,
  "orbital_gap_ev": [7.59, 7.59],
  "total_charge": 0,
  "homo_ev": [-7.903, -7.903]
}



[3]
{
  "formula": "C8H13N",
  "method": "ωB97M-V with the def2-TZVPD basis set",
  "symbols": ["H", "H", "N", "C", "H", "C", "H", "H", "H", "C", "C", "H", "H", "H", "H", "H", "C", "C", "H", "C", "H", "C"],
  "xyz": [[-0.489, 2.208, -0.938], [-2.386, -1.590, -0.750], [-2.061, -0.578, -0.819], [0.276, 0.205, -1.108], [0.974, -1.713, -1.360], [1.243, -1.144, 0.635], [-0.955, -1.882, 1.311], [0.123, 0.133, -2.053], [1.353, 2.205, -1.362], [0.220, 1.581, 0.877], [-0.328, -1.039, 0.822], [-2.975, 0.039, -0.510], [-1.775, 0.187, 1.837], [2.528, -0.788, -1.323], [0.967, 1.171, 1.455], [1.849, -0.312, 1.257], [1.361, -0.819, -0.792], [-0.869, 0.383, 1.039], [-0.449, 2.343, 1.445], [0.396, 1.721, -0.645], [1.865, -2.064, 1.252], [-0.868, -0.248, -0.272]],
  "total_energy_ev": -9991.391,
  "orbital_gap_ev": 9.58,
  "smiles": "N[C@@]12[C@H]3CC[C@@H]1[C@@H]2CC3",
  "total_charge": 0,
  "homo_ev": -8.543
}



[4]
{
  "formula": "C8H13N",
  "method": "ωB97M-V with the def2-TZVPD basis set",
  "symbols": ["H", "H", "H", "C", "C", "H", "N", "H", "H", "C", "H", "C", "H", "H", "H", "H", "H", "C", "C", "C", "H", "C"],
  "xyz": [[2.315, -1.191, 1.449], [0.991, -0.374, -2.311], [-2.647, -1.808, 0.191], [0.283, -0.784, -1.591], [2.740, -0.586, 0.646], [0.606, -1.799, -1.353], [-2.814, 1.117, -0.729], [1.500, 2.602, -0.009], [-3.836, 1.025, -0.756], [-0.514, 0.569, 0.479], [-2.461, -0.951, 1.705], [-2.888, -0.871, 0.702], [2.930, -1.235, -0.211], [-0.479, 1.202, 1.344], [3.710, -0.217, 0.988], [-0.734, -0.803, -1.989], [3.201, 2.129, 0.490], [2.181, 1.818, 0.292], [0.280, 0.065, -0.390], [-2.214, 0.294, 0.017], [-3.975, -0.744, 0.747], [1.827, 0.542, 0.291]],
  "total_energy_ev": -9993.501,
  "orbital_gap_ev": 9.44,
  "smiles": "[H]/N=C(C)/C=C(\\C)C(=C)C",
  "total_charge": 0,
  "homo_ev": -8.527
}



[5]
{
  "formula": "C8H13N2OS",
  "method": "ωB97M-V with the def2-TZVPD basis set",
  "symbols": ["C", "C", "H", "H", "C", "C", "H", "S", "H", "H", "H", "C", "C", "H", "C", "N", "H", "H", "H", "H", "O", "C", "H", "H", "N"],
  "xyz": [[-1.279, 1.245, 0.262], [-2.751, 1.119, -0.049], [2.643, -1.801, -0.521], [0.578, -2.379, 0.330], [1.135, -0.465, -0.396], [2.325, -0.995, -1.015], [-4.338, -0.181, -0.710], [-2.614, -1.569, -0.300], [-0.048, -1.991, -1.196], [0.744, 0.595, -2.202], [-1.059, 1.178, 2.350], [-3.333, 0.026, -0.502], [-0.621, 1.641, 1.523], [1.058, -0.109, 0.561], [-0.580, 1.355, -1.046], [0.564, 0.542, -1.206], [0.447, 1.560, 1.438], [-0.911, -1.305, 1.558], [-3.222, 2.110, 0.088], [-0.820, 2.755, 1.689], [-1.112, 1.954, -1.971], [-1.057, -1.251, 0.506], [2.069, -1.290, -1.955], [3.151, -0.283, -1.126], [0.150, -1.608, -0.175]],
  "total_energy_ev": -24359.052,
  "orbital_gap_ev": [7.29, 7.29],
  "total_charge": 1,
  "homo_ev": [-12.070, -12.070]
}



[6]
{
  "formula": "C8H13N2OS",
  "method": "ωB97M-V with the def2-TZVPD basis set",
  "symbols": ["C", "H", "H", "C", "H", "N", "C", "S", "H", "H", "O", "H", "H", "H", "C", "C", "H", "H", "H", "C", "H", "C", "N", "C", "H"],
  "xyz": [[-1.520, -1.141, 1.808], [-0.868, 0.591, 2.840], [0.950, 2.971, 0.929], [0.677, -0.933, 2.865], [-0.982, 1.736, -4.527], [-0.398, -0.210, 2.225], [1.817, -0.776, 2.201], [0.320, 2.238, 1.835], [-0.002, 2.782, -3.337], [-0.992, -1.699, 1.038], [-1.787, 0.207, -2.645], [-2.052, -1.567, 2.697], [-2.333, -0.448, 1.490], [1.969, -0.072, 0.100], [0.090, 0.826, -1.471], [-0.338, 0.674, -0.216], [0.556, 1.175, -4.296], [0.697, -1.388, 3.754], [1.210, 0.877, -1.739], [0.347, 0.542, 1.073], [2.713, -1.303, 2.338], [-0.219, 1.685, -3.706], [1.680, 0.022, 1.069], [-0.789, 0.904, -2.605], [-1.440, 0.752, 0.002]],
  "total_energy_ev": -24359.710,
  "orbital_gap_ev": 9.43,
  "smiles": "CC(=O)/C=C/[C@]1(S)NC=C[N@@H+]1C",
  "total_charge": 1,
  "homo_ev": -13.133
}



[7]
{
  "formula": "C8H13N3O",
  "method": "ωB97M-V with the def2-TZVPD basis set",
  "symbols": ["C", "O", "C", "H", "N", "H", "C", "H", "H", "H", "C", "H", "C", "H", "H", "N", "H", "C", "H", "H", "C", "N", "H", "C", "H"],
  "xyz": [[-0.903, -1.292, -0.470], [-0.488, -2.222, -1.002], [2.959, 0.469, -0.987], [1.801, -1.610, 1.598], [0.699, 0.116, -0.130], [1.864, -1.357, -0.857], [0.226, 1.301, -0.156], [2.575, 0.779, -1.957], [2.615, -0.054, 1.788], [3.169, 1.359, -0.392], [1.979, -0.440, -0.246], [0.923, 2.143, -0.140], [-2.805, -1.414, 0.789], [-2.692, -2.489, 0.839], [-3.528, -0.933, 1.434], [-2.009, -0.683, 0.024], [-3.714, 2.100, -0.218], [-2.208, 0.736, -0.137], [-4.252, 0.471, -0.201], [3.442, -1.405, 0.996], [2.485, -0.908, 1.126], [-3.482, 1.120, -0.118], [-1.399, 2.665, -0.246], [-1.148, 1.615, -0.192], [3.890, -0.068, -1.144]],
  "total_energy_ev": -15003.251,
  "orbital_gap_ev": [5.89, 5.89],
  "total_charge": 2,
  "homo_ev": [-17.150, -17.150]
}



[8]
{
  "formula": "C8H13N3O2",
  "method": "ωB97M-V with the def2-TZVPD basis set",
  "symbols": ["H", "H", "H", "H", "C", "C", "C", "H", "H", "H", "H", "O", "C", "N", "C", "O", "N", "C", "H", "H", "C", "H", "H", "N", "H", "C"],
  "xyz": [[-0.623, 2.093, 0.039], [2.586, 0.401, -1.830], [2.384, -0.647, 1.162], [1.266, -0.845, -1.446], [2.258, -0.248, -1.047], [0.385, 2.030, 0.079], [-2.755, -0.052, 0.477], [-3.342, 0.928, 0.155], [-1.365, 1.130, 1.815], [0.969, 1.920, -0.919], [2.543, 1.165, 0.776], [-0.856, -0.716, -0.786], [-2.110, -0.489, -0.877], [-2.730, -0.622, -1.962], [-0.272, -0.270, 0.792], [3.354, -1.154, -1.022], [0.475, -2.675, 1.509], [-1.560, 0.082, 1.476], [-3.413, -0.746, 0.705], [-1.929, -0.693, 2.318], [0.220, -1.596, 1.216], [-2.265, -0.891, -2.806], [3.142, -1.976, -1.497], [0.695, 0.725, 0.641], [0.899, 2.909, 0.586], [2.046, 0.235, 0.445]],
  "total_energy_ev": -17068.127,
  "orbital_gap_ev": 9.62,
  "smiles": "[H]/N=C1/CC[C@](C#N)(N(C)CCO)O1",
  "total_charge": 0,
  "homo_ev": -9.083
}



| no. | strongest force on any atom (eV/A) |
| --- | --- |
| 1 | 4.353 |
| 2 | 3.636 |
| 3 | 7.469 |
| 4 | 7.874 |
| 5 | 4.504 |
| 6 | 3.947 |
| 7 | 5.618 |
| 8 | 6.973 |